{
  "formula": "CH3IO2P",
  "method": "ωB97M-V/def2-TZVPD",
  "gap_ha": 0.25653,
  "total_energy_ev": -22573.610,
  "relative_energy_kj_mol": 85.4,
  "e_homo_ev": -3.944,
  "total_charge": -1,
  "elements": ["C", "O", "O", "P", "I", "H", "H", "H"],
  "positions_angstrom": [[0.2571, -0.2493, 0.1452], [0.7456, 0.4402, -2.4731], [-0.3413, 2.2079, -0.8566], [0.2806, 0.9176, -1.1780], [-1.7138, -1.9239, 2.5101], [1.1169, -0.0584, 0.7776], [-0.5527, -0.0176, 1.0491], [0.2075, -1.3164, 0.0259]],
  "forces_ev_per_angstrom": [[-1.495, 1.031, 3.432], [0.408, -0.069, -0.243], [0.596, -0.250, -0.056], [-1.420, -0.027, 0.259], [-0.069, -0.088, 0.163], [0.688, 0.080, -0.089], [1.354, -0.429, -2.659], [-0.062, -0.249, -0.806]],
  "nbo_charge": [-1.176, -1.030, -1.021, 2.251, -0.943, 0.272, 0.351, 0.296]
}